Record 1
Formula: C45H95N5O5
Source: the OMol25 dataset
Level of theory: the ωB97M-V functional and the def2-TZVPD basis

Output
Total charge: 0
Energy relative to the best compared isomer or geometry (same formula, charge and spin), eV: 3.825
DFT total energy, Eh: -2421.20559
2S+1: 1
SMILES string: CC1(C)CCCC(C)(C)N1O.CC1(C)CCCC(C)(C)N1O.CC1(C)CCCC(C)(C)N1O.CC1(C)CCCC(C)(C)N1O.CC1(C)CCCC(C)(C)N1O

Last column: Mulliken charge in e.
Geometry (Å):
C  0.092  1.932  -5.685  -1.6132
C  0.753  0.614  -6.187  1.3058
C  0.486  0.455  -7.731  -1.3659
C  1.263  1.461  -8.597  -0.7482
C  2.737  1.207  -8.327  -1.3205
C  3.119  1.315  -6.807  1.5034
N  2.169  0.706  -5.867  0.2112
O  2.550  0.821  -4.559  -0.0192
C  4.492  0.576  -6.668  -1.8308
C  3.403  2.806  -6.560  -1.6654
C  0.114  -0.669  -5.622  -1.3591
H  -0.981  1.833  -5.853  0.4361
H  0.457  2.850  -6.145  0.2921
H  0.304  2.117  -4.630  0.2667
H  0.779  -0.534  -8.083  0.3829
H  -0.585  0.618  -7.848  0.5499
H  0.942  2.478  -8.366  0.3390
H  1.003  1.246  -9.634  0.3973
H  3.470  1.781  -8.892  0.4940
H  2.955  0.173  -8.613  0.4232
H  4.851  0.545  -5.642  0.3104
H  4.318  -0.419  -7.082  0.4463
H  5.233  0.996  -7.351  0.3986
H  3.816  2.876  -5.547  0.3945
H  4.189  3.279  -7.149  0.4142
H  2.553  3.489  -6.524  0.2864
H  0.293  -0.607  -4.546  0.0045
H  0.526  -1.630  -5.928  0.4317
H  -0.923  -0.627  -5.954  0.4455
H  2.218  1.640  -4.162  0.2341
C  1.171  -3.301  -1.793  -1.7509
C  2.675  -3.302  -1.294  1.6206
C  3.357  -2.356  -2.287  -1.2019
C  4.694  -1.767  -1.792  -1.1509
C  4.548  -1.359  -0.337  -0.8147
C  4.065  -2.424  0.729  1.8654
N  2.815  -2.898  0.130  1.0915
O  2.122  -3.790  0.962  -0.5550
C  5.171  -3.466  0.953  -2.0455
C  3.740  -1.687  2.071  -1.6974
C  3.356  -4.711  -1.487  -1.9121
H  0.530  -2.750  -1.103  0.2737
H  0.867  -4.316  -2.048  0.4353
H  0.987  -2.734  -2.708  0.1268
H  3.593  -2.856  -3.224  0.5560
H  2.769  -1.437  -2.326  0.1531
H  5.031  -0.925  -2.401  0.4573
H  5.569  -2.394  -1.993  0.4628
H  3.944  -0.450  -0.291  -0.3563
H  5.557  -1.022  -0.078  0.6704
H  5.800  -2.963  1.693  0.5347
H  4.752  -4.354  1.425  0.3530
H  5.894  -3.659  0.162  0.3800
H  4.467  -1.006  2.512  0.4098
H  2.810  -1.144  1.885  0.1046
H  3.422  -2.321  2.902  0.4167
H  2.839  -5.495  -0.926  0.4377
H  4.369  -4.708  -1.091  0.3066
H  3.241  -5.104  -2.499  0.4526
H  1.383  -3.251  1.257  0.3195
C  4.050  3.561  1.571  -1.7978
C  2.578  3.135  1.899  2.1151
C  2.188  3.806  3.248  -1.0805
C  1.613  5.199  3.054  -0.9854
C  0.403  5.174  2.149  -1.0919
C  0.732  4.600  0.743  1.2186
N  1.631  3.426  0.803  0.8571
O  1.999  2.869  -0.401  -0.4083
C  -0.608  4.160  0.158  -1.9915
C  1.279  5.777  -0.038  -1.7211
C  2.536  1.684  2.116  -1.8645
H  4.078  4.363  0.832  0.3401
H  4.741  2.819  1.159  0.3158
H  4.624  3.802  2.468  0.3794
H  1.346  3.207  3.609  0.3813
H  3.007  3.855  3.962  0.5934
H  2.418  5.629  2.449  0.2779
H  1.518  5.692  4.020  0.4109
H  0.115  6.203  1.940  0.4577
H  -0.423  4.615  2.593  0.4173
H  -0.598  3.724  -0.841  0.2877
H  -1.240  3.569  0.824  0.3406
H  -1.262  5.029  0.035  0.5614
H  1.496  5.445  -1.057  0.3450
H  0.639  6.653  -0.125  0.4576
H  2.253  6.070  0.358  0.4017
H  2.956  1.086  1.307  -0.0382
H  1.521  1.275  2.167  0.2873
H  2.888  1.400  3.110  0.3832
H  1.686  1.956  -0.375  0.2216
C  -5.088  -0.960  3.749  -2.2434
C  -4.423  -0.709  5.123  1.8970
C  -4.966  0.708  5.514  -1.3440
C  -4.778  1.158  6.926  -0.7458
C  -5.224  0.066  7.936  -1.2471
C  -4.694  -1.366  7.547  1.5614
N  -4.930  -1.645  6.098  0.3432
O  -4.737  -2.952  5.713  -0.4814
C  -3.221  -1.535  7.944  -1.6373
C  -5.562  -2.376  8.336  -2.0763
C  -2.894  -0.623  4.958  -1.6434
H  -5.206  -0.092  3.098  0.4017
H  -6.154  -1.156  3.920  0.6209
H  -4.939  -1.843  3.125  0.3638
H  -4.734  1.521  4.821  0.4555
H  -6.046  0.705  5.325  0.5168
H  -5.216  2.149  7.051  0.4435
H  -3.720  1.338  7.142  0.3100
H  -6.314  0.005  8.011  0.4248
H  -5.014  0.271  8.988  0.4463
H  -2.728  -2.404  7.501  0.3458
H  -2.554  -0.748  7.593  0.3146
H  -3.119  -1.640  9.025  0.4118
H  -5.580  -2.153  9.403  0.4176
H  -6.601  -2.436  8.010  0.4397
H  -5.130  -3.373  8.229  0.4532
H  -2.385  0.012  5.677  0.1583
H  -2.634  -0.278  3.954  0.2576
H  -2.541  -1.657  4.917  0.4888
H  -5.590  -3.391  5.632  0.3382
C  -4.537  -2.429  -0.407  -1.5187
C  -2.996  -2.630  -0.641  1.0097
C  -2.638  -2.706  -2.101  -0.8946
C  -2.688  -1.352  -2.800  -0.9090
C  -1.764  -0.318  -2.093  -0.9013
C  -1.843  -0.251  -0.508  1.9501
N  -2.012  -1.685  -0.072  0.9308
O  -2.254  -1.689  1.345  -0.1673
C  -0.431  0.209  0.022  -1.5791
C  -3.005  0.630  0.034  -1.4314
C  -2.785  -4.075  -0.045  -1.7794
H  -5.137  -3.104  -1.017  0.3740
H  -4.965  -1.435  -0.537  0.3525
H  -4.656  -2.698  0.642  0.2711
H  -1.630  -3.110  -2.229  -0.0976
H  -3.289  -3.285  -2.759  0.5405
H  -3.698  -0.999  -2.558  0.3651
H  -2.652  -1.360  -3.888  0.4481
H  -1.913  0.623  -2.622  0.5603
H  -0.780  -0.729  -2.337  -0.1001
H  0.518  -0.240  -0.269  0.2682
H  -0.369  1.277  -0.203  -0.0738
H  -0.533  0.193  1.110  0.1818
H  -3.013  0.779  1.115  0.2048
H  -2.933  1.668  -0.302  0.3152
H  -4.003  0.295  -0.243  0.3751
H  -3.241  -4.828  -0.688  0.4300
H  -3.187  -4.136  0.965  0.3154
H  -1.733  -4.369  -0.036  0.2991
H  -1.405  -1.999  1.674  0.2077

***

Record 2
Formula: C45H95N7NiO11
Source: the OMol25 dataset
Level of theory: the ωB97M-V functional and the def2-TZVPD basis

Output
<S²>: 2.0037
Total charge: 0
Energy relative to the best compared isomer or geometry (same formula, charge and spin), eV: 0.000
DFT total energy, Eh: -4490.31818
2S+1: 3

Last column: Mulliken charge in e.
Geometry (Å):
Ni  1.723  -14.581  5.446  1.8803
N  3.344  -16.646  5.836  0.7520
O  3.304  -15.866  4.818  -0.6663
O  3.725  -17.796  5.803  -0.6715
O  2.677  -16.142  6.775  -0.3610
N  -0.198  -13.913  8.014  -0.3419
O  -0.060  -14.340  9.148  -0.0238
O  0.417  -14.480  7.038  0.2831
O  -0.994  -12.998  7.753  -0.6745
C  1.547  -17.768  9.571  -1.8379
C  0.254  -18.486  9.959  1.6134
C  0.496  -20.016  10.076  -1.2612
C  1.170  -20.395  11.401  -0.6993
C  0.300  -19.787  12.552  -1.3942
C  0.188  -18.270  12.519  2.0566
N  -0.333  -17.947  11.193  -0.4397
O  -0.722  -16.617  10.975  2.0138
C  -0.841  -17.907  13.607  -1.9689
C  1.551  -17.666  12.863  -1.3628
C  -0.738  -18.351  8.774  -1.7025
H  1.516  -16.679  9.528  -0.0481
H  1.780  -18.068  8.543  0.4534
H  2.407  -18.149  10.121  0.4650
H  -0.395  -20.632  9.960  0.4056
H  1.182  -20.353  9.292  0.3256
H  2.211  -20.094  11.519  0.3328
H  1.105  -21.478  11.517  0.4959
H  0.806  -20.202  13.426  0.4543
H  -0.673  -20.263  12.423  0.3671
H  -1.870  -18.098  13.290  0.3262
H  -0.661  -18.453  14.531  0.4433
H  -0.892  -16.830  13.786  0.1422
H  2.243  -17.849  12.041  0.3871
H  1.547  -16.579  12.939  -0.3770
H  2.079  -18.118  13.703  0.5149
H  -1.711  -18.706  9.113  0.5641
H  -0.431  -18.895  7.883  0.4493
H  -0.769  -17.299  8.480  -0.1259
H  0.095  -16.116  10.799  -0.2963
C  0.099  -17.457  5.451  -2.0929
C  -0.893  -16.791  4.507  1.3589
C  -2.266  -16.888  5.218  -0.4820
C  -3.243  -15.800  4.783  -0.8702
C  -2.614  -14.416  4.673  -1.6291
C  -1.280  -14.314  3.935  1.9054
N  -0.369  -15.384  4.389  2.0485
O  0.835  -15.371  3.591  -0.7963
C  -1.635  -14.362  2.413  -1.8268
C  -0.812  -12.898  4.251  -1.9102
C  -1.037  -17.587  3.195  -1.6922
H  0.399  -16.898  6.338  0.1265
H  1.037  -17.708  4.942  0.3523
H  -0.259  -18.406  5.853  0.5262
H  -2.667  -17.870  4.980  0.5671
H  -2.142  -16.717  6.290  -0.5633
H  -4.029  -15.825  5.543  0.5091
H  -3.846  -16.004  3.889  0.4459
H  -2.494  -14.055  5.702  0.1705
H  -3.384  -13.763  4.261  0.4806
H  -2.059  -15.298  2.048  0.2695
H  -2.350  -13.596  2.121  0.4044
H  -0.698  -14.156  1.883  0.4407
H  -0.572  -12.845  5.313  0.0320
H  -0.009  -12.519  3.617  0.1286
H  -1.612  -12.186  4.043  0.5476
H  -0.141  -17.360  2.602  0.2669
H  -1.936  -17.340  2.637  0.4050
H  -0.911  -18.659  3.335  0.4343
H  0.482  -15.495  2.692  0.3140
C  3.747  -10.955  3.521  -1.4530
C  3.791  -12.452  3.855  1.5282
C  5.179  -13.070  3.605  -1.4924
C  6.191  -12.745  4.692  -0.7417
C  5.589  -13.129  6.036  -1.2838
C  4.216  -12.528  6.370  1.6628
N  3.305  -12.787  5.220  0.9810
O  1.950  -12.408  5.421  -0.1523
C  3.723  -13.205  7.640  -2.3942
C  4.374  -11.013  6.614  -1.5007
C  2.919  -13.141  2.799  -2.4599
H  3.528  -10.712  2.484  0.4741
H  4.713  -10.505  3.755  0.3941
H  2.980  -10.486  4.140  0.0974
H  5.170  -14.143  3.409  0.4763
H  5.579  -12.659  2.673  0.3858
H  6.531  -11.708  4.650  0.3305
H  7.073  -13.388  4.686  0.4846
H  6.282  -12.983  6.867  0.4587
H  5.502  -14.219  5.960  0.2834
H  3.979  -14.262  7.525  0.3169
H  4.291  -12.897  8.517  0.3996
H  2.652  -13.172  7.848  0.3107
H  3.440  -10.460  6.463  0.2987
H  4.645  -10.732  7.631  0.4159
H  5.099  -10.556  5.940  0.2987
H  2.877  -14.205  3.035  0.2657
H  3.288  -13.030  1.778  0.5505
H  1.940  -12.665  2.703  0.5507
H  1.931  -11.435  5.448  0.2222
C  2.160  -9.812  10.952  -1.8985
C  2.498  -10.878  12.000  1.5245
C  2.269  -10.104  13.317  -1.1708
C  2.373  -11.054  14.492  -0.7837
C  1.320  -12.165  14.294  -1.2977
C  1.398  -12.991  12.984  2.4826
N  1.604  -12.030  11.865  -0.3485
O  1.695  -12.687  10.628  0.7547
C  2.552  -14.005  13.094  -1.9747
C  0.047  -13.708  12.826  -1.9694
C  4.002  -11.192  11.838  -1.4340
H  2.449  -10.203  9.966  0.1196
H  1.083  -9.647  10.911  0.4714
H  2.681  -8.856  10.974  0.4002
H  3.139  -9.445  13.375  0.4946
H  1.328  -9.559  13.318  0.3583
H  3.377  -11.459  14.655  0.3505
H  2.261  -10.591  15.478  0.4313
H  0.329  -11.783  14.539  0.3374
H  1.557  -12.823  15.140  0.4125
H  3.435  -13.514  13.506  0.4053
H  2.752  -14.454  12.121  0.1976
H  2.307  -14.788  13.811  0.5560
H  -0.052  -14.081  11.804  0.0029
H  -0.845  -13.126  13.042  0.3581
H  0.026  -14.625  13.422  0.2618
H  4.615  -10.297  11.745  0.5082
H  4.339  -11.712  12.737  0.3492
H  4.189  -11.859  10.994  -0.0157
H  2.650  -12.851  10.530  0.0822
C  -3.911  -13.355  13.114  -1.7134
C  -4.519  -14.392  12.149  2.0352
C  -6.012  -14.102  12.127  -1.4814
C  -6.762  -14.886  11.038  -0.7593
C  -6.061  -14.587  9.692  -1.1527
C  -4.543  -14.861  9.693  1.9909
N  -3.893  -14.260  10.860  -0.1269
O  -2.512  -14.389  10.807  0.0638
C  -4.267  -16.368  9.585  -1.0037
C  -3.963  -14.241  8.390  -1.6178
C  -4.296  -15.786  12.823  -1.1858
H  -3.725  -12.327  12.800  0.3717
H  -2.918  -13.716  13.409  0.1207
H  -4.366  -13.276  14.107  0.4806
H  -6.410  -14.356  13.113  0.5003
H  -6.313  -13.056  12.021  0.3933
H  -7.811  -14.602  10.957  0.4769
H  -6.722  -15.955  11.264  0.2938
H  -6.205  -13.523  9.487  0.4549
H  -6.575  -15.161  8.920  0.3509
H  -3.464  -16.746  10.221  -0.3555
H  -5.124  -16.958  9.931  0.3058
H  -4.038  -16.712  8.576  0.3100
H  -3.953  -13.152  8.446  0.4837
H  -2.912  -14.509  8.267  -0.1471
H  -4.498  -14.665  7.540  0.2900
H  -3.847  -15.726  13.820  0.5048
H  -3.546  -16.410  12.331  -0.1711
H  -5.203  -16.373  12.976  0.3209
H  -2.273  -15.333  10.867  -0.0525